No. 1
ORCA calculation (ωB97M-V/def2-TZVPD) on a cluster of 11 separate species, C5H31NO11 in total.

The calculation puts the energy relative to the best compared isomer or geometry (same formula, charge and spin) at 25.22 kcal per mole. Its spin multiplicity is 2. The HOMO energy (alpha / beta) comes out at -13.4 / -13.4 eV. For the LUMO energy (alpha / beta), the calculation gives -3.89 / -8.98 eV. The value obtained for the calculated total energy is -1091.1253 Eh. As for the net charge: +1.

Structure (XYZ):
```
48
Properties=species:S:1:pos:R:3:lowdin_spin:R:1
C -1.25443 2.28937 1.74568 0.02
C -1.18015 1.09227 0.76792 0.00
N -2.07627 0.07378 0.80329 0.36
C -2.35517 -0.49850 2.15294 0.05
C -1.30123 -1.60047 2.47685 0.04
C -0.84069 -1.75418 3.94902 0.01
O -0.30068 1.17945 -0.09393 0.47
H -2.25420 2.46523 2.11329 0.01
H -0.89751 3.11887 1.13941 0.00
H -0.48328 2.20219 2.53737 0.00
H -1.84093 -0.62987 0.06057 0.00
H -3.37797 -1.04104 2.15610 0.02
H -2.50525 0.44239 2.71774 0.00
H -0.47004 -1.32593 1.80860 0.00
H -1.55780 -2.57375 1.97207 0.00
H 0.24354 -1.91988 3.93624 0.00
H -1.23212 -0.92553 4.52579 0.00
H -1.15740 -2.72083 4.36039 0.00
H 4.57747 1.53399 -1.85344 0.00
H 3.06009 1.80577 -2.11415 0.00
O 3.80223 1.22655 -2.33078 0.00
H 3.07742 0.56036 -0.51586 0.00
H 2.34737 1.11178 0.73396 0.00
O 2.21062 0.56802 -0.06163 0.00
H 3.02348 2.13202 2.39415 0.00
H 4.40390 1.45252 2.12545 0.00
O 3.66987 1.91809 1.71563 0.00
H 1.17802 -1.85128 0.47496 0.00
H 1.32483 -1.87747 -0.97840 0.00
O 0.74428 -2.28748 -0.27920 0.00
H -0.92623 -3.17072 -0.54953 0.00
H -2.42404 -2.75698 -0.67485 0.00
O -1.83284 -3.43700 -0.34018 0.00
H 2.41142 -0.28113 -2.17210 0.00
H 1.01682 -0.06436 -2.04168 0.00
O 1.59628 -0.80618 -2.26992 0.00
H 0.83775 3.86158 -2.08716 0.00
H 1.85520 4.46687 -1.16876 0.00
O 1.72142 4.25945 -2.09933 0.00
H 0.61679 -1.87187 -3.79585 0.00
H 0.25632 -1.10916 -5.08417 0.00
O 0.12323 -1.93216 -4.60718 0.00
H -0.76305 0.14285 -2.01850 0.00
H -1.36017 0.05495 -3.44311 0.00
O -1.25580 0.65249 -2.66278 0.00
H -4.18218 -0.87155 -0.81302 0.00
H -2.88359 -0.23556 -1.29093 0.00
O -3.38531 -1.06791 -1.32099 0.02
```



No. 2
ORCA calculation (ωB97M-V/def2-TZVPD) on a cluster of 7 separate species, C13H32N9O14 in total.

The calculation puts the energy relative to the best compared isomer or geometry (same formula, charge and spin) at 56.25 kcal per mole. The HOMO energy comes out at -12.8 eV. For the LUMO energy, the calculation gives -2.96 eV. The value obtained for the calculated total energy is -2059.7222 Eh. As for the net charge: +1.

Structure (XYZ):
```
68
Properties=species:S:1:pos:R:3:mulliken_charge:R:1
C 1.11746 2.67891 0.12409 -1.05
C 0.45539 1.82704 -1.07202 0.24
N -0.82354 1.13064 -0.72532 -0.49
N -1.71641 1.93613 -0.01901 0.25
C -2.44092 3.05117 -0.73985 -0.56
C -3.53934 3.45441 0.39652 0.29
N -4.65677 4.38389 0.02378 -0.61
C -5.27405 4.68751 1.16302 0.64
O -5.62768 5.29375 2.20230 -0.40
C -3.90801 1.97314 0.99414 -0.90
C -2.84750 0.94301 0.27939 -0.08
O -3.51380 0.37615 -0.89261 -0.48
H 2.26567 2.80457 -0.00581 0.32
H 0.93409 2.26044 1.17891 0.29
H 0.69970 3.76908 0.12014 0.28
H 1.21266 0.98838 -1.34703 0.25
H 0.33483 2.44832 -2.04186 -0.27
H -0.67927 0.21160 -0.28088 0.36
H -1.49091 2.25449 0.94412 0.43
H -2.81770 2.75828 -1.78575 0.21
H -1.60193 3.81480 -0.94206 0.31
H -2.89125 4.10822 1.10776 0.45
H -3.56773 2.10260 2.10260 0.32
H -5.00738 1.64728 1.00759 0.42
H -2.42975 0.18453 1.05115 0.38
H -4.48008 0.49997 -0.72391 0.38
C -1.77080 4.39026 -4.33237 -0.66
N -0.89693 3.18967 -4.42134 0.98
O -1.41662 2.14250 -4.78179 -0.58
O 0.28008 3.33946 -4.12645 -0.58
H -2.78376 4.11043 -4.62170 0.24
H -1.74668 4.73884 -3.29991 0.24
H -1.36869 5.14053 -5.01293 0.29
C 5.20193 0.28502 -1.39791 -0.77
N 3.80802 0.70823 -1.10177 0.80
O 3.17115 0.02699 -0.31037 -0.42
O 3.39928 1.71081 -1.67420 -0.51
H 5.42587 -0.61307 -0.82282 0.28
H 5.26396 0.08410 -2.46733 0.31
H 5.86189 1.10305 -1.10938 0.30
C 2.51150 -3.03571 1.90315 -0.35
N 3.85105 -2.59792 1.43151 0.99
O 4.65628 -2.24045 2.28048 -0.56
O 4.04936 -2.62759 0.22595 -0.54
H 2.47791 -2.95715 2.98554 0.07
H 1.77122 -2.37908 1.44567 0.13
H 2.37359 -4.06970 1.58688 0.30
C -4.14691 0.83802 -5.83328 -0.28
N -5.34781 1.68417 -6.05916 0.90
O -5.29239 2.84945 -5.68423 -0.53
O -6.30305 1.15307 -6.60288 -0.54
H -3.38263 1.44011 -5.34458 -0.01
H -4.44671 0.00415 -5.19859 0.26
H -3.80102 0.49029 -6.80655 0.28
C 4.49175 -3.91213 5.85997 -0.72
N 3.27539 -3.40002 5.17664 0.90
O 2.60806 -4.20438 4.53847 -0.54
O 3.02985 -2.20948 5.30195 -0.51
H 4.58283 -4.97959 5.66165 0.26
H 5.34731 -3.37021 5.45708 0.28
H 4.37168 -3.72650 6.92720 0.29
C 1.29689 -8.00590 4.22354 -0.73
N 2.63676 -7.56657 3.75314 0.86
O 3.44078 -7.21134 4.60229 -0.49
O 2.83449 -7.59345 2.54711 -0.52
H 1.26348 -7.93002 5.30952 0.31
H 0.55685 -7.34835 3.76791 0.27
H 1.15902 -9.03884 3.90448 0.30
```



No. 3
ORCA calculation (ωB97M-V/def2-TZVPD) on the molecule C16H25O3.

Its spin multiplicity is 2. The HOMO energy (alpha / beta) comes out at -8.1 / -9.1 eV. For the LUMO energy (alpha / beta), the calculation gives 0.72 / 0.33 eV. The value obtained for the calculated total energy is -850.2801 Eh.

Structure (XYZ):
```
44
Properties=species:S:1:pos:R:3:lowdin_spin:R:1
C 2.46965 -3.87743 -1.42774 0.00
C 2.96574 -2.52319 -0.99408 0.00
O 1.88986 -1.91250 -0.25626 0.00
C 2.28072 -0.77373 0.38108 0.00
O 3.44766 -0.44104 0.44487 0.00
C 1.09342 -0.03015 1.05429 0.00
C -0.15624 -0.05123 0.18271 0.00
C -1.38776 0.90432 0.47517 0.02
C -1.04972 2.03578 1.51796 0.00
C 0.41009 2.21991 1.95799 0.00
C 1.43012 1.47304 1.11444 0.00
O 2.32596 2.01415 0.51071 0.00
C -2.51945 0.03105 1.08712 0.03
C 0.31317 0.23175 -1.24936 0.00
C -0.82517 -0.27790 -2.09678 0.00
C -1.73921 0.91263 -2.18041 0.01
C -1.87668 1.63740 -0.76280 0.10
C -3.31043 1.98479 -0.74288 0.70
C 1.01781 -0.67798 2.42032 0.00
H 3.16028 -4.31266 -2.15204 0.00
H 2.42304 -4.55269 -0.56711 0.00
H 1.47611 -3.82853 -1.88467 0.00
H 3.84444 -2.60441 -0.34364 0.00
H 3.20540 -1.88380 -1.85699 0.00
H -0.53255 -1.08682 0.23512 0.00
H -1.41295 3.01072 1.14194 0.00
H -1.63496 1.85462 2.43852 0.00
H 0.67740 3.27886 1.91987 0.00
H 0.51207 1.88896 3.00514 0.00
H -2.62936 0.17919 2.17227 0.00
H -3.51059 0.25816 0.66731 0.02
H -2.37469 -1.04630 0.94133 0.00
H 0.48048 1.31764 -1.34502 0.00
H 1.25903 -0.25719 -1.49644 0.00
H -0.48630 -0.63024 -3.07486 0.00
H -1.31173 -1.13494 -1.60366 0.00
H -1.29268 1.68987 -2.82243 0.00
H -2.70652 0.62815 -2.60245 0.00
H -1.37032 2.61106 -0.93770 0.03
H -3.73522 2.60910 0.05302 0.03
H -3.91802 1.67303 -1.59385 0.04
H 1.99096 -0.51081 2.90437 0.00
H 0.22815 -0.26830 3.05579 0.00
H 0.87901 -1.76235 2.30978 0.00
```



No. 4
ORCA calculation (ωB97M-V/def2-TZVPD) on a structure of composition C38H36IN14OSSiY.

The calculation puts the energy relative to the best compared isomer or geometry (same formula, charge and spin) at 3.32 kcal per mole. The HOMO energy comes out at -3.5 eV. For the LUMO energy, the calculation gives 3.89 eV. The value obtained for the calculated total energy is -3335.4503 Eh. As for the net charge: -2.

Structure (XYZ):
```
93
Properties=species:S:1:pos:R:3:mulliken_charge:R:1
Y -0.16046 0.19916 -0.75505 -0.22
N -1.69178 -1.05389 -4.11621 -0.01
C -2.37959 -1.35378 -2.95991 0.07
N -3.45083 -2.12879 -2.96593 -0.71
N -3.84434 -2.15170 -1.67459 -0.78
N -3.06172 -1.43968 -0.95074 -0.39
N -2.09164 -0.89695 -1.73927 0.79
C -0.65518 -0.15279 -4.22855 0.00
N -0.26928 0.33543 -5.39767 -0.61
N 0.77800 1.12987 -5.08620 -0.80
N 0.98699 1.12333 -3.81956 -0.17
N 0.08890 0.29718 -3.21880 0.39
H -2.13639 -1.32892 -4.97416 0.28
I 3.12363 0.62449 -1.20618 0.14
C 2.95742 2.70159 -1.44660 0.33
C 4.05649 3.37181 -1.89834 -0.66
C 4.00963 4.77646 -2.03217 -0.65
C 2.87547 5.45043 -1.69162 -1.08
C 1.72964 4.76057 -1.21992 1.46
C 0.55875 5.47570 -0.87824 -0.88
C -0.54401 4.80406 -0.43760 -1.34
C -0.52268 3.39496 -0.34657 -0.12
C 0.56835 2.61224 -0.67939 0.40
C 1.73040 3.33861 -1.09951 0.37
H 4.95887 2.83326 -2.15449 0.37
H 4.87880 5.30733 -2.40213 0.37
H 2.82701 6.53077 -1.78261 0.34
H 0.55489 6.55600 -0.98038 0.28
H -1.44460 5.35017 -0.17207 0.35
H -1.43522 2.91189 -0.00038 0.55
C -0.57897 3.97944 -3.92357 -0.77
C -1.91532 4.35520 -3.42164 0.73
N -2.43717 5.54421 -3.44271 -0.90
N -3.67891 5.37377 -2.88771 0.12
C -3.95176 4.10728 -2.53535 0.22
S -5.32842 3.46921 -1.83570 -0.49
N -2.79848 3.45955 -2.86773 0.05
N -2.54381 2.10746 -2.62982 -0.20
H -0.03161 4.88484 -4.17447 0.36
H -0.64780 3.33802 -4.80393 0.45
H -0.03606 3.41530 -3.16601 -0.15
H -4.30319 6.14759 -2.76280 0.16
H -3.31815 1.78714 -2.04774 0.11
H -2.57130 1.60951 -3.51499 0.26
C 2.49957 -5.18307 1.28583 -1.83
C 2.23112 -4.03062 0.31682 2.26
C 3.55211 -3.33676 -0.02914 -1.72
C 1.61902 -4.59740 -0.96916 -1.73
Si 1.03554 -2.72058 1.02498 -1.61
O 0.81859 -1.58199 -0.08732 0.85
C -0.58591 -3.58234 1.46299 0.92
C -1.47867 -3.86791 0.42676 0.00
C -2.71188 -4.45781 0.66859 -0.86
C -3.07367 -4.79083 1.96574 -0.62
C -2.20504 -4.51560 3.01459 -0.63
C -0.98106 -3.91233 2.76213 -0.16
C 1.80195 -1.98540 2.59349 1.08
C 2.05397 -0.61308 2.63843 0.11
C 2.60251 -0.00727 3.76134 -0.67
C 2.91614 -0.76802 4.87717 -0.61
C 2.67774 -2.13615 4.86023 -0.95
C 2.12786 -2.73049 3.73305 -0.43
H 3.10874 -5.95322 0.79360 0.48
H 1.56986 -5.65511 1.61785 0.32
H 3.04896 -4.84933 2.16825 0.32
H 4.25932 -4.05515 -0.46483 0.51
H 4.02064 -2.89312 0.85403 0.32
H 3.39339 -2.54046 -0.76100 0.12
H 2.33526 -5.26796 -1.46270 0.54
H 1.35989 -3.80226 -1.67257 0.15
H 0.71354 -5.17259 -0.76082 0.34
H -1.23036 -3.57909 -0.58923 0.48
H -3.40279 -4.60701 -0.15119 0.38
H -4.04113 -5.23834 2.16237 0.35
H -2.49367 -4.74432 4.03448 0.40
H -0.34479 -3.65723 3.60200 0.27
H 1.80770 -0.00027 1.78035 0.16
H 2.77111 1.06313 3.76475 0.46
H 3.33196 -0.29790 5.76073 0.34
H 2.90924 -2.73846 5.73146 0.38
H 1.94318 -3.79875 3.75147 0.33
N -2.23587 0.32374 6.83551 -0.66
C -2.01193 0.36866 5.70574 -0.08
C -1.73341 0.43332 4.29953 0.68
C -2.25115 -0.52709 3.43106 -1.07
C -1.96786 -0.45074 2.07482 0.08
C -1.16443 0.55844 1.50731 0.61
C -0.67524 1.50518 2.42853 0.03
C -0.94031 1.46081 3.78912 -1.06
H -2.86469 -1.33078 3.82227 0.45
H -2.39762 -1.21323 1.43268 0.26
H -0.04070 2.31315 2.07478 0.27
H -0.53129 2.20626 4.46215 0.41
```